Record 1
{"formula": "C9H10CdNO6", "method": "wB97M-V/def2-TZVPD", "elements": ["O", "C", "O", "N", "H", "C", "C", "H", "C", "O", "H", "C", "H", "C", "O", "O", "C", "O", "H", "H", "H", "H", "H", "Cd", "C", "C", "H"], "coordinates": [[-0.59526, -0.26586, 0.07492], [-0.70494, -2.58001, 0.63602], [0.28502, 1.14424, 2.33711], [-0.66808, 1.93385, -0.49353], [-2.23531, 3.16838, 0.04980], [1.14893, -0.88474, -1.19222], [0.78883, 2.21362, -0.37222], [1.10516, 2.67971, -1.31877], [2.51376, -6.00409, 1.62926], [-1.78242, -2.84584, 0.38880], [1.42620, 1.32901, -0.18368], [-1.25867, 0.73670, -0.30480], [-3.06322, -0.00481, 0.49150], [3.32950, -1.20297, 0.80335], [0.97984, -0.46552, -2.23304], [4.47052, -1.03987, 0.69193], [-2.70743, 0.40000, -0.46746], [2.84381, -7.04828, 1.31928], [-3.29380, 1.25841, -0.78414], [-0.89939, 3.95019, -0.84822], [0.93998, 2.96364, 0.42140], [-2.77496, -0.42480, -1.19174], [1.68192, -3.15843, -0.13174], [1.32639, -1.96042, 1.24767], [0.70733, 0.17371, 1.90104], [-1.51884, 3.06540, -0.76804], [-2.04488, 2.86878, -1.70248]], "forces_ev_per_a": [[0.1414, 1.0750, 0.1410], [-4.4966, -0.6205, 0.1937], [1.1274, -2.2434, -1.0278], [0.0029, -1.5725, 0.4274], [0.0246, 0.3416, -0.1788], [0.7245, 0.5078, -1.7212], [-0.2544, 0.2528, -0.2386], [-0.0193, -0.2895, 0.2825], [0.5380, -1.7227, -0.4404], [2.1295, 0.0187, 0.0870], [-0.7164, 0.5000, -0.1556], [1.1840, -0.6981, 0.5458], [0.0582, 0.3193, -0.2884], [6.2638, 1.9391, -0.2947], [0.0406, -0.5085, 0.7942], [-4.2681, -0.9415, 0.1955], [-0.2681, 0.7805, -0.2592], [-0.5436, 1.7303, 0.4775], [-0.3463, -0.2921, 0.0089], [-0.1390, 0.1618, -0.0682], [-0.0479, -0.3844, -0.1836], [0.0121, 0.3962, 0.1031], [0.4123, -0.2010, 0.8744], [0.3042, -1.6711, -1.1558], [-1.3782, 2.5342, 2.0541], [-0.4374, 0.1255, -0.1680], [-0.0481, 0.4626, -0.0047]], "gap_ev": 7.22, "homo_ev": -11.85, "energy_ha": -1022.484521, "total_charge": 1}


Record 2
{"formula": "C9H10ClN2", "method": "wB97M-V/def2-TZVPD", "elements": ["H", "C", "C", "C", "C", "C", "H", "C", "N", "H", "C", "H", "Cl", "H", "H", "H", "C", "H", "C", "H", "N", "H"], "coordinates": [[3.01695, -2.10552, -0.42382], [2.80850, -1.13018, -0.23000], [2.12796, 1.67662, 0.18391], [1.08827, 0.65444, 0.16532], [-0.81838, 2.03129, 0.20038], [1.45131, -0.78566, -0.10718], [-1.33874, 2.08484, 1.15369], [3.43410, 1.23525, 0.16978], [-0.18021, 0.79509, 0.06326], [-1.54683, 2.08913, -0.71980], [-1.85877, -2.31740, -0.01438], [-0.25767, 2.87070, 0.20110], [5.38648, -0.46206, -0.13951], [-2.23021, -3.29912, -0.54406], [-0.76772, -1.40332, -1.65551], [1.91236, 2.67629, 0.34191], [-0.60870, -1.71742, -0.61779], [4.25965, 2.04836, 0.40702], [3.73913, -0.13901, -0.02385], [-1.80785, -2.60417, 1.05499], [0.57112, -1.70723, -0.13860], [-2.60851, -1.57769, -0.16381]], "forces_ev_per_a": [[1.0270, -2.5316, -0.5005], [0.2879, 3.2798, 0.9375], [2.3131, -3.0460, 0.5846], [-1.4980, -0.5852, -1.8808], [-3.5439, -0.9975, -1.9633], [2.0144, 0.5585, 0.5416], [-0.6522, -0.4499, -0.1020], [-0.8867, 3.8107, 1.0875], [0.9975, -0.6030, 0.9751], [0.9118, 0.1116, 2.0548], [0.6577, -2.3819, 0.0511], [2.3442, 2.6790, -0.3332], [0.6209, -0.4195, 0.0173], [0.9292, 1.9787, 0.5177], [0.2652, 0.3933, 0.1444], [-0.5118, 1.7192, 0.2089], [-1.2780, -1.2523, 0.1109], [-1.5800, -2.1466, -0.8848], [-0.1405, -1.2414, -0.6767], [0.3282, 0.4755, -0.6031], [-1.7629, 0.0834, -0.1671], [-0.8428, 0.5654, -0.1198]], "gap_ev": [7.25, 7.25], "smiles": "CC=[N+]=C1C=C(Cl)C=C/C1=N\\C", "homo_ev": [-13.08, -13.08], "e_above_lowest_kj_mol": 302.7, "energy_ha": -918.301229, "total_charge": 1}


Record 3
{"formula": "C9H10ClNOS", "method": "wB97M-V/def2-TZVPD", "elements": ["C", "H", "C", "C", "H", "H", "C", "H", "H", "H", "C", "H", "H", "C", "C", "H", "H", "S", "C", "N", "O", "Cl", "C"], "coordinates": [[3.32098, -0.00777, 1.23407], [-2.77071, 2.41994, -0.24882], [3.46951, -1.12971, -0.85445], [-3.90545, 0.10587, 0.61408], [-4.52502, 0.92196, 0.92290], [-3.94424, 0.34040, -1.59380], [-0.91015, 1.30224, -0.34056], [3.87589, 0.58010, 1.94807], [5.13039, -0.47971, 0.16315], [-2.95529, -0.17053, 1.21210], [4.03227, -0.49529, 0.19805], [1.34757, 0.28352, 1.93636], [4.07036, -1.58734, -1.52945], [2.14675, -1.07799, -0.88446], [1.86870, -0.09562, 1.16806], [-2.16663, -0.74374, -0.75367], [1.55723, -1.45434, -1.71795], [-0.38371, -0.49081, -0.45314], [1.34830, -0.65382, 0.06877], [-2.26061, 1.43054, -0.69132], [-0.24398, 2.23327, -0.02638], [-4.90090, -1.44398, 0.36907], [-3.20126, 0.21284, -0.74068]], "forces_ev_per_a": [[-2.4149, 0.7936, 0.2462], [2.3517, -3.6899, -1.7625], [-0.1348, 0.6955, 1.3130], [2.7485, -3.0196, -1.0949], [-0.2194, 0.2890, 0.2743], [1.3957, -0.5715, 0.8125], [-1.6466, -0.4786, -0.1697], [-0.4555, -0.1326, 0.6211], [-0.3902, 0.3729, 0.5052], [-2.2458, 0.6340, 0.2601], [3.1064, -0.3704, 0.3287], [-2.0561, 1.3557, 2.4859], [1.3780, -1.1738, -2.3197], [-1.6155, -2.8415, -4.6717], [4.7695, -0.0676, 0.1324], [-4.5146, 2.3154, -0.5426], [0.6587, -0.1973, -0.4616], [0.6285, 0.1816, 0.6608], [-3.1479, 2.4665, 1.1221], [-2.4065, 1.8208, 1.6060], [0.9938, 0.1724, 0.2876], [0.2519, 0.9952, 0.7266], [2.9649, 0.4501, -0.3597]], "gap_ev": 9.86, "homo_ev": -9.29, "e_above_lowest_kj_mol": 87.4, "energy_ha": -1337.201152}


Record 4
{"formula": "C9H10F5HgN", "method": "wB97M-V/def2-TZVPD", "elements": ["F", "C", "H", "H", "C", "F", "H", "H", "F", "C", "H", "H", "C", "Hg", "H", "C", "H", "C", "F", "N", "F", "C", "H", "C", "H", "C"], "coordinates": [[3.30627, -2.03837, 1.20817], [1.42591, 2.39642, 1.16571], [-0.00890, 1.40251, 2.43994], [1.62171, 3.04720, 0.30936], [2.07661, -2.30156, 1.75459], [1.96062, -1.56907, 2.90020], [-1.75828, 1.80983, -2.94556], [-3.00190, 2.02733, -0.54911], [2.02284, -3.60900, 2.07580], [0.18569, 1.90274, 1.48040], [-1.04275, -0.77610, -3.28320], [-0.70421, 2.21246, 0.93288], [-2.59834, -0.16999, -0.36381], [1.26351, 0.09011, 0.16631], [-3.01839, -0.41957, 0.60500], [-1.96484, -1.08587, -1.25955], [-1.82147, -2.15601, -1.09709], [-1.95701, 1.00139, -2.24769], [-0.25506, -2.09213, 1.34855], [1.96916, 1.29926, -1.38194], [1.06199, -2.74462, -0.34666], [0.97548, -1.92505, 0.75953], [2.22617, 2.30829, 1.89880], [-1.56347, -0.35859, -2.42070], [2.19275, 0.63496, -2.16973], [-2.59409, 1.11342, -0.98019]], "forces_ev_per_a": [[-0.8893, -0.5666, 0.8215], [-1.1496, 0.5139, 1.0536], [0.2529, 0.0771, -0.4649], [-0.1550, -0.6579, 0.0593], [-0.4604, 0.3557, -0.9185], [0.2697, -0.7291, -0.5779], [0.0259, -0.0660, 0.1480], [0.0781, -0.1011, -0.0481], [0.5549, -0.2011, 0.5465], [0.3882, 1.4851, 0.7172], [-0.0423, 0.1531, 0.2465], [0.3016, -0.5270, -0.2846], [0.3079, -0.0382, -0.8153], [1.0134, 0.1991, -2.8769], [0.0521, 0.0376, 0.0000], [-0.1547, 0.6999, -0.2412], [0.0345, 0.3306, 0.0300], [-0.1252, -0.7598, 0.3753], [0.2286, -1.1206, 0.2536], [0.0683, -0.4614, 0.0310], [-0.0373, -0.3700, 0.7719], [0.0293, 1.7434, 0.2635], [0.0446, -0.2638, -0.2484], [-0.6184, 0.2248, 0.5932], [-0.1619, 0.4723, 0.8534], [0.1445, -0.4298, -0.2885]], "gap_ev": 4.78, "homo_ev": 0.91, "e_above_lowest_kj_mol": 0.0, "energy_ha": -1056.230405, "total_charge": -2}


Record 5
{"formula": "C9H10F9IO3S", "method": "wB97M-V/def2-TZVPD", "elements": ["C", "F", "H", "H", "C", "H", "F", "O", "H", "H", "C", "F", "O", "C", "H", "C", "F", "C", "I", "O", "F", "H", "F", "S", "H", "F", "H", "F", "H", "C", "C", "C", "F"], "coordinates": [[1.46110, 1.14112, -0.91148], [-4.43705, 0.05586, 0.94848], [0.83768, 1.26953, -1.87840], [2.00515, 2.15350, -0.78336], [-0.96594, 1.61579, 0.07890], [0.29631, -0.29514, 0.49427], [-2.57250, 0.18524, -2.39786], [1.30233, -3.05289, 2.27466], [-0.75628, 2.67111, 0.49950], [0.89451, 1.26491, 1.24308], [3.37543, -0.21210, 1.44408], [-1.68177, -1.29872, -0.67852], [2.45458, -0.92609, 2.34581], [2.92699, -0.91452, 0.06422], [4.37738, -0.68739, 1.69473], [0.43538, 0.81372, 0.28180], [-3.93868, -1.93645, -0.19249], [-2.18664, 0.96215, 0.89449], [4.86501, -1.79930, -0.59441], [2.12245, -2.09903, 0.32586], [-1.75453, 0.00177, 1.87438], [3.43839, 0.43969, -1.74602], [-3.07373, -2.07228, -2.35605], [-3.17332, -0.84363, -1.23488], [3.28644, 0.92990, 1.46869], [-2.69278, 2.05114, 1.71062], [-1.18986, 1.77910, -1.03260], [-3.99498, 1.66130, -0.58544], [2.04947, -0.72393, -1.98247], [-3.43070, 0.49356, 0.02438], [1.90546, -2.10955, 1.75011], [2.53578, -0.02057, -1.20398], [-4.72110, -0.49780, -1.84008]], "forces_ev_per_a": [[-0.4366, -0.0103, -0.6517], [2.4494, 1.0776, -2.3326], [1.0530, -0.2379, 1.4392], [-0.9581, -1.6194, 0.1564], [1.0723, -0.1229, 0.2013], [0.0557, 1.4875, -0.6836], [-0.2587, -1.3635, 2.2225], [2.5093, 4.2372, -1.5174], [-0.8247, -1.7521, -0.5225], [-0.7867, -0.9504, -1.3690], [-0.9035, -2.4792, -0.5918], [-2.1983, 1.1891, -0.8052], [-1.1206, -1.6475, -0.7307], [2.0718, 0.2308, -1.6957], [-1.1207, 1.6465, -0.1188], [0.3354, 1.1475, 0.6215], [1.9875, 1.4578, -1.8303], [1.3600, 2.0305, 1.9617], [-0.0482, -0.1840, -0.3053], [0.3787, 2.8997, 2.5426], [-1.2379, 1.7310, -2.7284], [-1.2106, -0.8445, 1.2608], [0.0224, 1.9933, 1.8071], [-2.5664, -3.3825, -2.5925], [-0.0345, -1.8729, 0.1681], [0.4408, -2.2976, -1.6052], [0.0277, -0.5892, 1.6222], [1.8258, -2.9679, 1.0474], [0.8723, 0.8763, 1.3729], [-2.8191, 2.5200, 2.8889], [-0.9736, -1.5814, 0.2639], [-1.4647, -0.1562, -0.4360], [2.5006, -0.4654, 0.9404]], "gap_ev": 8.46, "smiles": "O=C1OC[C@](I)(CCCCC(F)(F)C(F)(F)S(F)(F)(F)(F)F)O1", "homo_ev": -9.92, "energy_ha": -2169.152625}


Record 6
{"formula": "C9H10FNO", "method": "wB97M-V/def2-TZVPD", "elements": ["C", "C", "N", "H", "H", "H", "H", "H", "C", "F", "C", "H", "H", "H", "H", "C", "O", "H", "C", "C", "C", "C"], "coordinates": [[-0.12151, -0.13348, 0.84792], [-1.69650, 1.83608, 1.04591], [0.37105, -0.35950, -1.77556], [2.64868, -1.87699, 0.27200], [2.03287, -0.01997, 1.30719], [1.92162, -1.40218, -2.34657], [-3.19323, 1.99042, -0.28800], [-1.91842, 2.64304, 1.68175], [-1.78046, 0.34098, -0.97618], [-1.15305, -0.91333, 1.40326], [-0.34431, 0.00619, -0.82602], [-1.96002, 0.34078, -2.13034], [1.27928, -1.19374, 2.02291], [-2.38222, -0.48490, -0.64988], [1.16327, -2.38540, -0.48827], [-0.31113, 1.28962, 1.36055], [0.69872, 1.85729, 1.72739], [2.21708, 0.09932, -1.47220], [1.74418, -1.56027, -0.17764], [1.75546, -0.81637, -1.48119], [-2.24990, 1.44795, -0.10726], [1.27855, -0.70557, 1.05023]], "forces_ev_per_a": [[1.2688, 0.6489, -2.0427], [2.9258, -1.0080, -0.2665], [0.2272, 0.2822, 0.2305], [1.5273, -0.8200, -0.7815], [0.6490, 1.7507, -0.5398], [1.1866, -0.6892, -0.5548], [0.4159, -0.5636, -0.5827], [-1.1286, 0.9741, 0.3551], [-0.4757, 0.1919, -2.9319], [0.7220, -0.0177, -0.6758], [-1.5498, -1.1654, 3.4134], [-0.1132, 0.8390, 2.0255], [-0.2828, -1.1154, -0.1748], [-0.1495, -0.9379, 0.2097], [-0.9777, -1.3800, 0.8682], [0.5683, -0.7838, -1.1945], [-1.3076, 0.7969, 0.4433], [2.1979, 1.8995, -0.1623], [0.0609, 1.0823, 1.3696], [-2.5104, -0.1402, 0.5698], [-1.1582, 1.6006, 0.8556], [-2.0964, -1.4449, -0.4334]], "gap_ev": 9.60, "smiles": "O=C1C=CCC2=NCCC[C@@]12F", "homo_ev": -9.32, "e_above_lowest_kj_mol": 44.1, "energy_ha": -578.713769}